Formula: C26H36Cl12F4O18
Source: the Open Molecules 2025 dataset
Level of theory: the ωB97M-V functional and the def2-TZVPD basis

```
96
Properties=species:S:1:pos:R:3:forces:R:3:mulliken_charge:R:1
O -8.0313 -0.9989 -7.0585 -0.459 1.017 4.845 -0.592
C -8.2185 -0.8034 -5.8274 0.227 -2.886 -6.486 0.688
O -8.5905 -1.7766 -4.9967 0.270 -1.400 -1.555 -0.319
C -8.9136 -1.2706 -3.7584 -1.287 -0.906 1.017 -0.398
C -8.3771 0.1241 -3.8584 -0.164 0.538 1.185 0.390
F -7.1571 0.1738 -3.3161 1.516 0.163 1.225 -0.279
O -8.1551 0.3341 -5.2122 -0.565 2.076 0.308 -0.283
H -9.9850 -1.3677 -3.5831 -0.350 0.660 -0.399 0.263
H -8.5555 -1.9726 -3.0053 0.901 0.688 0.249 0.260
H -8.9780 0.9065 -3.3948 -0.083 0.057 -0.377 0.270
O -0.2749 8.9054 0.7296 2.425 -1.856 -1.597 -0.526
C 0.7677 8.6355 0.1555 -2.045 1.421 1.046 0.643
O 1.6745 9.5915 -0.0866 -0.235 0.510 0.273 -0.319
C 2.7933 9.0905 -0.7965 -0.464 -0.011 1.209 -0.412
C 2.5512 7.5917 -0.6609 1.773 0.709 -1.388 0.342
F 3.2884 7.0917 0.3754 0.160 -0.161 0.141 -0.291
O 1.2268 7.4275 -0.3815 -1.319 0.697 0.501 -0.301
H 2.7660 9.5142 -1.8004 0.224 -0.353 -0.035 0.306
H 3.6868 9.3483 -0.2279 0.098 0.146 -0.360 0.273
H 2.9243 7.1862 -1.6013 -0.623 -1.112 0.205 0.284
O 2.1574 -2.7857 0.8587 -0.660 1.216 -0.545 -0.557
C 1.2570 -2.1930 0.3208 1.922 -0.241 1.322 0.696
O 1.1145 -0.8662 0.1735 1.777 0.713 1.267 -0.328
C -0.1247 -0.5179 -0.3275 -1.050 -0.674 -1.459 -0.386
C -0.6190 -1.8687 -0.9173 0.956 1.438 1.875 0.270
F -0.2715 -1.9256 -2.1918 0.260 -0.408 -1.721 -0.267
O 0.2344 -2.8038 -0.2001 -3.682 -0.882 -1.637 -0.327
H -0.8259 -0.0912 0.3896 0.290 -0.142 0.369 0.307
H 0.0037 0.1735 -1.1603 -0.007 0.104 0.104 0.272
H -1.7050 -1.9292 -0.8478 0.190 -1.135 0.435 0.322
O -4.2985 -3.0400 4.2535 0.564 -1.462 2.372 -0.596
C -3.9091 -3.6710 5.2337 0.286 5.441 -4.046 0.709
O -3.0098 -3.1778 6.1013 0.184 1.654 -1.021 -0.319
C -2.4891 -4.2104 6.8464 0.386 -0.897 1.129 -0.373
C -3.6255 -5.2244 6.7519 1.591 -0.180 -0.146 0.274
F -4.4842 -4.9812 7.7241 -1.587 0.084 1.345 -0.274
O -4.2061 -4.8619 5.5235 -1.420 -4.321 0.749 -0.287
H -1.5640 -4.6283 6.4495 0.112 0.196 -0.269 0.285
H -2.3122 -3.7922 7.8373 -0.062 -0.596 0.169 0.270
H -3.3611 -6.2817 6.7676 -0.041 0.097 -0.294 0.312
C 10.0436 -0.2974 -4.9246 0.274 -1.330 -0.436 -1.382
C 8.5773 -0.5523 -5.2776 0.770 0.757 1.064 0.367
C 7.6873 0.0463 -4.1527 0.602 -0.936 -0.092 -0.409
O 6.8859 1.0103 -4.8196 0.156 -0.223 -0.423 -0.320
C 7.3463 1.1655 -6.1055 0.134 0.655 -0.271 0.609
O 7.0575 2.0835 -6.8207 0.108 -1.258 0.728 -0.510
O 8.2197 0.1594 -6.4233 -1.069 1.495 -0.654 -0.361
H 10.7424 -0.5105 -5.7335 -0.281 -0.139 -0.317 0.364
H 10.2550 -1.0665 -4.1817 0.360 0.321 0.471 0.387
H 10.3149 0.7029 -4.5869 -0.582 -0.015 0.238 0.324
H 8.3259 -1.5953 -5.4703 0.383 -0.066 0.171 0.354
H 8.2719 0.5077 -3.3568 0.101 0.357 -0.252 0.261
H 7.1850 -0.7861 -3.6598 -0.960 0.381 -0.221 0.319
C -6.6389 2.9102 7.4164 0.698 -0.702 0.551 -1.441
C -7.2457 3.4644 6.1572 0.448 -0.772 -0.978 0.485
C -6.4561 3.1767 4.8167 -0.789 0.729 0.679 -0.395
O -7.5210 2.7084 3.9124 1.908 0.354 -0.589 -0.327
C -8.6178 2.4386 4.5916 -4.380 -0.826 -1.770 0.727
O -9.7300 2.0603 4.1137 4.742 1.258 1.805 -0.613
O -8.4051 2.7102 5.8579 -1.872 -0.447 1.996 -0.344
H -5.6914 3.3703 7.6970 -0.018 0.350 -0.237 0.375
H -6.4102 1.8489 7.3188 -0.054 -0.104 -0.325 0.357
H -7.2743 2.9606 8.3006 -0.314 0.366 -0.262 0.347
H -7.5775 4.4868 6.3377 0.268 0.212 -0.474 0.256
H -5.6785 2.4303 4.9790 -0.333 -0.339 -0.208 0.286
H -5.9781 4.0648 4.4034 -0.302 -0.084 -0.205 0.287
Cl 2.8658 6.2588 6.6969 -0.536 -0.415 -0.218 -0.153
C 1.7148 4.9527 7.1684 0.685 0.403 0.844 -0.249
Cl 1.0199 4.0114 5.8341 0.298 0.473 0.518 -0.128
H 2.3097 4.3413 7.8469 -0.160 -0.416 -0.513 0.258
H 0.9644 5.4216 7.8050 -0.284 -0.046 -0.631 0.271
Cl 9.6381 0.1392 5.3674 -0.910 -0.256 -0.387 -0.164
C 7.7981 0.1512 5.2616 1.517 -0.306 0.987 -0.220
Cl 7.2160 0.3700 6.9211 -0.373 0.510 -0.131 -0.136
H 7.6072 0.9822 4.5827 -0.558 -0.378 0.294 0.273
H 7.4288 -0.8497 5.0381 0.317 0.429 -0.765 0.248
Cl -3.2835 -6.0229 -9.7246 0.394 0.119 0.637 -0.157
C -2.8134 -5.2494 -8.1526 -0.409 -0.065 -0.757 -0.212
Cl -3.6556 -6.0053 -6.7901 0.165 0.212 -0.171 -0.141
H -1.7376 -5.3333 -7.9986 -0.274 -0.082 -0.151 0.264
H -3.1372 -4.2177 -8.2898 0.123 -0.184 0.444 0.246
Cl -2.0612 2.5295 -6.6913 -0.393 1.067 -0.068 -0.149
C -2.5978 4.2057 -6.2354 0.036 -0.528 0.553 -0.233
Cl -1.2204 5.3285 -6.0902 -0.456 -0.340 -0.069 -0.140
H -3.3486 4.6348 -6.8989 0.457 -0.378 -0.388 0.281
H -3.0781 4.0768 -5.2655 0.355 0.176 -0.023 0.241
Cl 8.9273 -6.3234 1.0896 0.051 0.482 -0.326 -0.133
C 8.0483 -7.6840 1.7050 -0.612 -0.878 0.746 -0.227
Cl 8.0348 -9.0900 0.6145 0.260 0.052 0.034 -0.154
H 8.5037 -7.9556 2.6573 0.037 -0.211 -0.284 0.255
H 6.9900 -7.4979 1.8877 0.260 0.560 -0.172 0.258
Cl 3.6225 -6.4592 -4.6146 -0.053 0.402 0.336 -0.134
C 3.0928 -7.9426 -3.8530 0.121 -0.849 -0.159 -0.215
Cl 3.3320 -9.2694 -5.0817 -0.413 0.388 0.962 -0.161
H 3.6655 -8.1787 -2.9562 0.407 0.082 -0.433 0.245
H 2.0620 -7.8777 -3.5044 -0.061 -0.016 -0.705 0.264
```
Positions in Å, forces in eV/Å.

Output
SMILES: O=C1OC[C@@H](F)O1.O=C1OC[C@@H](F)O1.O=C1OC[C@@H](F)O1.O=C1OC[C@@H](F)O1.C[C@H]1COC(=O)O1.C[C@H]1COC(=O)O1.ClCCl.ClCCl.ClCCl.ClCCl.ClCCl.ClCCl
Total energy in Eh: -8288.34655
Charge: 0


Formula: C9H16N3
Source: the Open Molecules 2025 dataset
Level of theory: the ωB97M-V functional and the def2-TZVPD basis

```
28
Properties=species:S:1:pos:R:3:forces:R:3:mulliken_charge:R:1
C -4.4852 0.9231 0.0944 -1.036 4.765 -4.517 -0.173
C -3.0834 0.8319 -0.4904 -0.607 2.448 0.513 -0.397
C -3.7568 -0.9444 0.5991 1.343 -0.474 -1.133 -0.117
C 3.2722 0.7776 0.1529 1.992 -0.785 0.588 -0.568
C 1.9554 1.3690 0.6284 -0.444 0.785 -1.015 -0.670
C 3.1970 -0.7371 0.5097 -1.146 -0.288 0.787 -0.834
C 0.8118 0.8438 -0.3331 1.023 -0.040 0.207 -0.470
C 1.9293 -1.4209 -0.1312 2.137 2.570 -2.095 -0.923
C 0.6583 -0.6129 -0.2850 1.631 -1.559 -0.950 0.823
N -4.8583 -0.1775 0.4699 -3.560 -2.258 3.040 -0.400
N -2.7010 -0.4110 0.1010 1.223 -1.076 -0.500 -0.364
N -0.3678 -1.3606 -0.5671 0.601 0.193 1.217 -0.247
H -5.2606 1.7263 -0.1746 1.420 -0.954 0.697 0.333
H -2.5070 1.7916 -0.1686 -0.385 -1.922 -0.766 0.302
H -3.8717 -1.9437 0.9667 0.454 -0.343 0.365 0.413
H 3.4878 0.9079 -0.9249 -0.564 -0.113 0.267 0.335
H 4.2714 1.1599 0.6007 -2.031 -0.201 -0.167 0.288
H 1.8554 1.0560 1.6554 -0.518 0.145 0.407 0.356
H 1.8606 2.4694 0.5414 0.383 -0.568 0.297 0.315
H 4.1001 -1.2470 0.2233 0.195 -0.327 -0.584 0.406
H 3.1518 -0.9610 1.5966 -0.006 0.825 -0.342 0.351
H -0.1428 1.2999 -0.2474 -0.713 0.770 0.239 0.125
H 1.2533 1.1058 -1.2998 -0.445 -0.177 -0.302 0.340
H 2.3184 -1.5418 -1.2059 -1.082 -0.031 1.050 0.280
H 1.6685 -2.3656 0.2030 -0.018 -1.989 0.916 0.555
H -1.3493 -0.9793 -0.7165 0.641 -0.469 0.960 0.369
H -3.1708 0.7479 -1.6571 0.196 0.305 2.112 0.310
H -0.2365 -2.3073 -0.1410 -0.682 0.769 -1.288 0.263
```
Positions in Å, forces in eV/Å.

Output
Total energy in Eh: -516.48863
ΔE to the lowest compared entry with this formula, charge and spin in kJ/mol: 360.1
Charge: +1


Formula: C5H16NO
Source: the Open Molecules 2025 dataset
Level of theory: the ωB97M-V functional and the def2-TZVPD basis

```
23
Properties=species:S:1:pos:R:3:forces:R:3:mulliken_charge:R:1
C 0.3359 -0.4084 1.0153 -0.244 0.417 -0.424 -0.710
C -1.0626 0.1549 0.9956 -1.020 0.319 0.036 -0.648
C -1.5396 0.8101 -0.3265 0.830 1.045 0.665 -0.696
C -1.3873 -0.0268 -1.5912 0.839 -0.678 0.754 -0.268
C -2.5064 -1.0531 -1.7407 0.262 0.567 -0.191 -1.183
N 1.3133 0.7538 1.0677 -0.201 -0.793 -0.506 -0.209
H 0.5257 -1.0239 0.1415 0.320 0.026 0.050 0.330
H 0.5205 -0.9556 1.9074 0.138 -0.638 0.671 0.421
H -1.8216 -0.5522 1.3270 0.354 -0.706 -0.257 0.340
H -1.1692 0.8787 1.8135 0.238 0.288 -0.126 0.375
H -2.5410 1.1764 -0.0979 -0.249 -0.257 -0.467 0.368
H -0.9772 1.7537 -0.4315 0.023 -0.147 -0.167 0.357
H -1.1434 0.5668 -2.4617 -0.859 0.437 -0.338 0.394
H -0.4150 -0.5361 -1.5063 -0.163 -0.337 0.122 0.105
H -2.3084 -1.7515 -2.5517 -0.118 -0.041 0.069 0.367
H -3.4257 -0.5110 -1.9357 -0.271 -0.110 -0.163 0.316
H -2.6467 -1.5901 -0.8039 0.048 -0.195 -0.039 0.298
H 0.9531 1.3297 1.8063 0.050 0.832 0.345 0.380
H 2.2896 0.4653 1.2657 -0.066 -0.095 -0.310 0.363
H 1.3144 1.2571 0.1778 -0.007 0.152 0.231 0.322
H 4.7018 -0.1445 0.7478 0.097 -0.090 -0.039 0.319
H 3.6564 -1.0651 0.0557 0.318 0.226 0.129 0.323
O 3.7809 -0.2003 0.4753 -0.317 -0.221 -0.046 -0.665
```
Positions in Å, forces in eV/Å.

Output
Total energy in Eh: -329.86000
ΔE to the lowest compared entry with this formula, charge and spin in kJ/mol: 54.7
Charge: +1


Formula: C4H12N3
Source: the Open Molecules 2025 dataset
Level of theory: the ωB97M-V functional and the def2-TZVPD basis

```
19
Properties=species:S:1:pos:R:3:forces:R:3:mulliken_charge:R:1
C -0.9665 0.1361 -2.2863 0.258 -0.038 0.178 -1.279
C 0.3782 -0.0902 -1.6778 0.159 -0.245 -0.201 0.695
C 1.3860 -0.8068 -2.1479 -0.436 0.288 0.213 -0.943
N 0.5617 0.5599 -0.3548 -0.304 -0.358 0.079 -0.292
H -1.0433 -0.4358 -3.2063 -0.103 0.022 -0.004 0.373
H -1.7485 -0.1824 -1.5929 -0.080 -0.010 -0.096 0.364
H -1.1130 1.1942 -2.5125 -0.058 0.006 -0.029 0.342
H 2.3108 -0.9009 -1.5955 0.093 -0.089 -0.098 0.283
H 1.2722 -1.3133 -3.0936 0.137 -0.039 -0.025 0.293
H -0.2196 1.1796 -0.1295 0.139 0.081 -0.071 0.426
H 1.4277 1.0883 -0.3394 0.121 0.150 0.108 0.387
H 0.5811 -0.1632 0.4373 0.120 0.080 0.147 0.362
N -0.6204 1.0206 2.6016 0.282 -0.400 -0.016 -0.471
C -0.5472 -0.3537 2.6463 0.258 -0.005 0.042 0.024
N 0.3179 -1.0102 1.9715 -0.280 0.443 -0.175 -0.676
H 0.2724 1.4901 2.5389 0.024 -0.020 -0.104 0.263
H -1.1931 1.4331 3.3122 -0.300 0.159 0.161 0.259
H -1.2821 -0.8425 3.2817 -0.118 0.067 0.017 0.382
H 0.2255 -2.0029 2.1471 0.090 -0.091 -0.126 0.209
```
Positions in Å, forces in eV/Å.

Output
Total energy in Eh: -323.63037
ΔE to the lowest compared entry with this formula, charge and spin in kJ/mol: 125.8
Charge: +1